Record 1
89
Properties=species:S:1:pos:R:3 method="wB97M-V/def2-TZVPD" charge=-1 gap_ev=7.109 e_tot_ev=-74621.155 multiplicity=1
C 1.399 0.298 -0.197
C 0.290 0.014 0.507
Al -1.537 0.588 -0.144
C -2.219 -0.730 -1.523
C -1.720 -0.611 -2.969
C -1.714 -1.920 -3.772
C -0.843 -1.827 -5.039
C -1.487 -2.458 -6.276
C -0.659 -2.243 -7.561
C -1.492 -1.777 -8.756
C -0.650 -1.100 -9.844
C -1.512 -0.486 -10.951
C -2.885 0.558 1.374
C -2.411 -0.218 2.606
C -3.455 -0.306 3.746
C -3.008 0.497 4.957
N -4.050 0.689 5.965
C -5.288 0.123 6.010
C -5.921 0.554 7.143
C -5.029 1.430 7.813
C -3.893 1.489 7.057
C -1.402 2.546 -0.791
Cl -0.934 2.700 -2.542
C -0.386 3.375 0.004
C -0.164 4.811 -0.443
Cl -0.988 3.455 1.717
H 1.358 0.444 -1.277
H 2.378 0.444 0.268
H 0.450 -0.483 1.470
H -1.887 -1.710 -1.144
H -3.316 -0.755 -1.488
H -2.346 0.102 -3.519
H -0.707 -0.193 -2.998
H -2.742 -2.135 -4.088
H -1.366 -2.744 -3.141
H -0.687 -0.762 -5.260
H 0.149 -2.255 -4.861
H -2.487 -2.028 -6.386
H -1.591 -3.532 -6.086
H -0.142 -3.175 -7.806
H 0.093 -1.476 -7.345
H -2.274 -1.088 -8.421
H -1.981 -2.642 -9.220
H 0.056 -1.834 -10.245
H -0.053 -0.327 -9.350
H -1.022 -0.520 -11.927
H -2.459 -1.027 -11.033
H -1.735 0.562 -10.745
H -3.785 0.054 0.988
H -3.198 1.565 1.678
H -1.498 0.245 3.001
H -2.141 -1.235 2.301
H -4.390 0.133 3.380
H -3.685 -1.340 4.018
H -2.641 1.473 4.632
H -2.184 -0.031 5.449
H -5.636 -0.543 5.238
H -6.910 0.269 7.465
H -5.203 1.950 8.741
H -2.985 2.047 7.228
H -2.379 3.022 -0.661
H 0.562 2.840 0.064
H -1.084 5.394 -0.361
H 0.576 5.283 0.210
H 0.224 4.852 -1.461
F 4.238 -3.707 -0.716
C 4.839 -2.844 0.129
C 4.091 -2.248 1.124
C 4.719 -1.364 1.988
C 6.072 -1.085 1.843
C 6.802 -1.697 0.834
C 6.187 -2.590 -0.033
H 3.035 -2.465 1.213
H 4.142 -0.891 2.772
H 6.556 -0.390 2.518
H 7.856 -1.479 0.716
H 6.734 -3.082 -0.826
F 3.053 0.001 4.330
C 3.834 0.650 5.214
C 3.821 0.252 6.536
C 4.635 0.925 7.435
C 5.436 1.976 7.008
C 5.426 2.355 5.673
C 4.622 1.689 4.760
H 3.184 -0.565 6.844
H 4.642 0.626 8.475
H 6.065 2.499 7.716
H 6.044 3.177 5.337
H 4.597 1.962 3.713

Record 2
92
Properties=species:S:1:pos:R:3 method="wB97M-V/def2-TZVPD" gap_ev=6.051 e_tot_ev=-132942.123 multiplicity=1
Au 0.175 -1.391 0.539
Cl -0.933 0.165 3.181
C -0.152 -1.259 2.581
H -0.732 -2.129 2.846
H 0.843 -1.301 2.979
C -1.796 -2.586 0.659
C -2.955 -1.697 0.557
C -3.618 -1.207 1.691
C -4.639 -0.282 1.589
C -5.068 0.156 0.339
C -4.482 -0.386 -0.805
C -3.451 -1.291 -0.696
C -6.062 1.195 0.220
N -6.823 2.055 0.120
H -1.562 -3.172 -0.222
H -1.637 -3.097 1.599
H -3.313 -1.553 2.672
H -5.115 0.107 2.480
H -4.839 -0.079 -1.782
H -2.991 -1.689 -1.590
C 4.724 0.774 1.154
C 3.252 0.394 1.404
C 2.366 1.587 1.013
C 3.099 0.237 2.925
Si 2.674 -1.201 0.433
C 3.409 -1.149 -1.372
C 3.129 0.230 -1.994
C 2.754 -2.171 -2.313
C 4.926 -1.413 -1.422
C 3.293 -2.827 1.328
C 4.779 -2.754 1.723
C 2.495 -3.132 2.604
C 3.095 -4.040 0.407
H 4.992 1.620 1.801
H 4.907 1.085 0.126
H 5.411 -0.043 1.388
H 2.672 2.472 1.589
H 1.315 1.394 1.240
H 2.430 1.843 -0.044
H 3.346 1.192 3.406
H 3.763 -0.520 3.344
H 2.073 0.001 3.208
H 2.062 0.474 -1.969
H 3.446 0.221 -3.046
H 3.672 1.033 -1.498
H 1.686 -1.998 -2.397
H 2.907 -3.202 -2.004
H 3.189 -2.061 -3.316
H 5.497 -0.829 -0.705
H 5.295 -1.158 -2.425
H 5.151 -2.469 -1.259
H 4.967 -1.974 2.462
H 5.429 -2.567 0.868
H 5.089 -3.709 2.170
H 2.587 -2.349 3.358
H 2.869 -4.063 3.049
H 1.435 -3.275 2.382
H 3.804 -4.045 -0.422
H 2.080 -4.078 -0.009
H 3.255 -4.964 0.978
N -0.335 0.650 -2.845
C -0.374 -0.668 -3.135
C -0.315 -1.079 -4.487
C -0.360 -2.411 -4.791
C -0.459 -3.347 -3.759
C -0.495 -2.868 -2.477
N -0.453 -1.563 -2.135
H -0.267 1.321 -3.586
H -0.465 0.983 -1.898
H -0.234 -0.327 -5.262
H -0.315 -2.734 -5.825
H -0.494 -4.409 -3.952
H -0.531 -3.567 -1.651
C -3.641 3.183 -1.737
N -3.412 3.593 -0.364
C -2.546 3.006 0.503
Se -1.362 1.640 0.211
N -2.683 3.672 1.677
C -3.634 4.686 1.576
C -4.090 5.635 2.472
C -5.036 6.538 2.006
C -5.501 6.488 0.690
C -5.036 5.533 -0.204
C -4.095 4.636 0.270
H -3.079 2.269 -1.913
H -3.303 3.959 -2.426
H -4.704 2.998 -1.884
H -2.187 3.383 2.502
H -3.723 5.677 3.490
H -5.418 7.297 2.676
H -6.234 7.211 0.360
H -5.395 5.487 -1.224